Entry 1:
36
Properties=species:S:1:pos:R:3:forces:R:3 method="wB97M-V/def2-TZVPD" charge=0 smiles="C=CCC.O.O.O.O.O.O.O.O" total_energy_ev=-20913.661 orbital_gap_ev=9.25 relative_energy_kj_mol=390.2 lumo_ev=-0.01
H -0.9233 -0.8816 3.6427 -0.3295 -0.3660 -0.2221
H -1.6246 0.1225 -0.0093 1.9647 -1.4969 2.0410
O 0.0549 -2.5071 1.4558 -1.6037 -6.2453 0.3508
H -0.8913 -1.2949 -1.7084 -2.1676 0.2837 -2.1552
H 3.1156 0.1422 -0.3079 -1.0392 -1.9013 -1.8558
O -1.3045 -0.5307 -3.7643 -0.3760 -2.5854 -1.8621
O -0.0678 -0.5835 3.3507 2.2531 -1.5387 -2.3722
H -3.9949 -0.1050 -0.0052 0.4704 -0.2771 -0.5891
H -1.2038 3.9369 0.0280 -0.0489 1.0234 0.1633
H -0.2191 2.4896 -0.7650 -2.3669 1.3769 0.7971
H -2.3038 -0.4593 -3.8547 1.9129 -0.4082 -0.0924
O 2.7554 -0.4767 -1.0548 0.5738 1.1225 1.7162
O 2.1691 2.7427 -0.2899 -5.2111 -2.2533 5.7045
H -0.2098 -2.8264 0.5550 0.1333 1.7001 0.1349
H 2.7149 -1.3967 -0.7067 0.4029 0.8615 0.0107
H -4.0965 0.4022 -1.6442 -0.9210 1.5040 -1.3653
O 2.6622 -2.4730 1.1539 4.6544 4.7155 -0.5694
H 1.7557 2.0339 -0.7546 -0.7513 -1.0467 -0.2385
H 0.4128 -1.1954 -1.2651 -0.1935 -0.2334 1.2163
H -3.2180 2.3778 0.1637 -0.4938 0.3379 0.2691
C -3.4174 0.0368 -0.9478 1.0497 -2.0330 1.4680
H -0.1005 -3.5281 1.8508 0.8753 4.1799 -0.5311
H 1.7598 -2.5327 1.1596 -3.8834 -0.4976 0.2408
C -2.2783 2.0989 -0.2610 2.6638 2.1972 0.2192
H 1.3257 1.7509 1.7417 -2.0894 2.9271 -2.1721
O 1.7628 1.1276 2.2163 0.8168 -4.5269 3.2614
H -3.0775 -0.9094 -1.3971 -0.7667 -0.4134 0.5506
H 2.7398 3.0080 -0.8601 6.1257 3.2044 -5.5660
H 2.7596 -1.3916 1.1277 -0.1630 -4.0776 0.5938
H -0.9775 -1.3411 -4.3720 -1.5240 2.8813 2.0181
C -1.2326 2.9572 -0.3601 0.7702 -3.0098 -0.6373
O -0.4684 -1.4697 -0.9063 2.8937 -0.5599 0.5008
H 0.3137 -1.2286 2.5745 -2.1295 1.9400 2.8576
H 1.0628 0.5748 2.7357 1.4330 1.7283 -1.1645
H -1.6170 0.7372 -1.6914 0.6019 -0.0889 0.8044
C -2.0738 0.7201 -0.6858 -3.5373 1.5757 -3.5256

Entry 2:
120
Properties=species:S:1:pos:R:3:forces:R:3 method="wB97M-V/def2-TZVPD" charge=0 total_energy_ev=-83190.021 orbital_gap_ev=9.80 relative_energy_kj_mol=1523.9 lumo_ev=-0.45
O 3.7662 -4.0915 -2.2398 0.4262 -0.4020 1.7784
O 0.6233 -3.7310 -2.1245 1.6736 1.8695 0.8609
H 0.8191 6.3612 -2.0064 -0.3977 -1.4123 -1.7304
H 3.3891 -4.3707 -3.0339 -1.8712 -1.4675 -1.8098
H 0.3153 -0.0521 -2.9113 1.5827 1.1214 1.8358
O -5.6451 -0.4651 -0.9003 1.4748 -2.3095 -1.0450
H -0.3421 -1.7409 2.7925 2.2752 -0.2536 1.6693
H -0.9316 3.4548 -2.5155 -2.3791 3.2417 -4.9942
O 3.7844 -2.9358 3.6781 3.5578 -3.5092 -4.1274
O -1.3392 -0.7424 6.3026 -0.1560 0.3600 0.0413
O 6.1780 -0.1995 0.6765 -0.5350 6.3688 -2.9847
O -0.3734 -2.4037 0.7824 -0.5363 1.5507 -2.6790
O 2.8337 -1.5930 -2.2273 4.8090 -1.0044 -2.7940
H -1.8740 1.1936 0.3726 -1.5931 6.9305 -1.1777
O 1.1650 0.2163 4.5147 1.5497 2.9401 2.5025
H 2.7613 2.5621 0.2648 2.9086 2.1848 -0.0165
H 0.1632 2.0700 4.9318 0.0786 -0.2494 0.0995
H -0.8954 0.1159 0.0739 2.4457 0.1171 -1.1174
H 2.3673 -1.8885 -4.7746 -0.0554 0.7381 1.0143
H 6.4517 -0.5635 1.4562 1.1641 -1.3360 3.4540
O 2.2868 -4.8327 1.3727 2.0926 -1.4848 0.6198
H 3.5052 -2.9872 4.5063 -2.1073 0.2439 5.4174
O 1.4657 -0.5507 -0.2132 -1.6422 -1.9969 4.9270
H 3.8028 0.6219 1.0791 -0.4497 1.5314 -1.1593
H -1.0072 -1.3911 -2.0148 0.0554 0.1289 -0.8828
H -0.9500 -4.5162 1.4694 -0.4917 0.2544 -0.1088
H -0.0834 4.9104 3.1402 4.6902 4.7288 -6.1715
H -2.7369 -1.9781 -1.1779 0.5206 3.2159 -1.7846
H -2.5923 -0.6221 -0.5355 0.3498 0.9809 -0.1550
O -3.7052 -1.0120 -5.3383 -0.1116 0.1182 -0.9014
O -1.3710 6.3390 0.9025 -0.1163 -1.1204 -0.5360
H -2.9976 4.4129 -2.5305 -0.4274 0.2895 1.1924
H -1.6250 1.5274 3.1589 0.3103 -0.8118 -1.9606
O -1.7712 1.4586 4.0798 -1.2108 1.3458 0.2111
H -1.9094 3.2109 1.7056 -1.9237 -0.8009 -2.0350
H 1.4457 -4.6995 1.7671 -1.1599 0.3963 0.5576
O 1.8850 2.6066 -5.5288 1.2070 -0.0085 2.6341
H -3.3880 -4.1886 -0.1778 -1.9994 1.6175 -1.2582
H -2.1944 -0.3008 2.3103 0.4954 1.2634 -0.7156
H -0.6567 -2.4147 -4.5277 1.1731 -0.7818 -1.3001
H 1.7500 1.9307 -0.5865 -1.2111 -0.3592 -3.1596
H -4.7711 -3.3014 -0.2482 0.2989 -0.3981 0.1189
H 0.3197 -2.4414 0.0737 -0.2698 -0.2847 0.8702
O -0.4968 4.5310 3.7715 -5.5250 -5.3392 5.4968
H 0.0590 -2.1960 -2.7581 1.1884 -1.9486 0.4588
H 0.3129 0.4912 4.8535 -0.4237 -1.2716 -0.4711
H 2.7598 -5.4214 2.0344 -0.7833 1.1284 -1.1904
H -0.7003 2.0793 6.1702 -5.7469 -7.8774 8.5411
H -0.5500 -4.3056 4.3231 -0.6854 -0.1053 0.1905
O -4.2141 1.5981 -2.9292 1.5515 2.3508 2.5448
H 2.1036 -0.1745 0.4077 -0.0598 0.0684 -0.3475
H -2.0560 -5.2084 2.1425 -1.5719 -5.0517 6.9369
H 1.1388 -3.4244 -2.9111 -0.8061 -1.6471 0.4575
H 0.4966 4.4750 0.0535 -2.1964 -2.9660 2.1583
H 2.1289 1.6852 -5.3089 -0.0076 0.2504 0.0462
H -3.7903 0.8275 -2.6199 1.3483 -1.3609 1.4876
H 6.0662 0.8976 0.9308 0.6463 -5.1537 -1.0474
O -0.5196 -1.4831 -2.8666 -1.4379 2.3431 -0.3206
H 2.1912 -1.5519 -1.6195 -3.7817 -0.1814 3.3054
H -5.9596 3.5724 -0.9600 -6.9649 2.3609 1.8638
H -4.6169 1.2061 -3.6219 -2.6792 -1.2820 -4.1709
O -5.1787 3.2950 -1.1796 6.6813 5.7593 2.7393
O 0.0852 3.6881 0.6914 1.3871 3.8996 -2.0849
H 1.6322 -0.3607 -1.0731 0.7755 2.3646 -3.4681
O -2.2489 -1.0364 2.8933 4.7534 2.2879 3.2258
H 3.4783 -2.1463 -1.6999 -0.7743 0.6779 -0.9388
H 4.0925 -0.8750 1.0961 -0.3301 2.1199 1.6871
H -4.7256 -0.8050 -0.7176 -1.5373 0.9530 -0.1915
H -1.8397 5.4412 0.9878 1.3659 2.0415 -0.9370
H -1.0608 -1.6563 6.5254 -0.8500 0.8516 -0.9561
O 0.8707 0.6957 -2.3718 -3.3986 -0.4156 -2.6075
O 4.0955 -2.6205 0.5042 3.3502 -1.5646 3.7310
H 2.0241 0.3352 -3.5958 0.4342 -0.2453 -2.5782
O -0.3163 2.5297 5.6123 6.5418 9.2083 -7.3215
H -1.8989 -3.7199 4.2592 -1.9915 3.7653 -0.9024
H -5.8444 0.2735 -0.3695 0.0479 1.3219 1.1800
O -1.8973 -4.7091 1.4730 1.5960 4.8995 -7.0211
H 1.1810 -0.3615 3.7928 -1.0468 -1.5197 -1.4704
O 3.9602 -0.0421 1.7112 -0.6143 -3.4688 -0.0271
H -0.9111 6.4307 0.0193 -1.3420 -0.7891 1.4028
H -3.2247 -0.7603 -4.5645 0.5606 0.1038 0.8057
O 0.4637 5.5313 -2.4408 0.0773 1.1265 1.8836
H 0.4532 -3.1100 -5.5473 2.2897 1.3618 -2.6025
H 0.1245 1.3963 -2.4447 1.9675 -0.4093 0.5858
O -1.6597 0.3678 0.5280 -0.2935 -6.0097 3.0124
H -1.1593 3.0202 -1.2680 -1.3781 -0.1696 2.6355
H 2.2197 -1.5585 -6.2496 0.6057 -1.6722 1.4950
H 4.5868 2.4671 2.3094 -0.2357 -0.0171 0.5047
O -4.0336 -3.6323 -0.7810 2.0906 -0.9597 1.3358
H 3.7469 -3.5405 0.6846 -0.2806 1.2207 -0.4634
O 4.1039 3.2382 2.6348 -0.8602 -0.3929 1.1291
H 0.0598 -4.4799 -2.2030 -0.3376 -0.8133 -1.1379
O 2.4313 -2.3191 -5.6121 -0.3676 0.5748 -2.7844
H 0.6784 5.4270 -3.3656 0.5474 0.6118 -0.1858
H 3.6062 2.9402 3.4570 0.9985 0.2847 -1.6505
O -0.1478 -3.1932 -4.8778 -3.4722 -0.7818 3.7789
H 4.8977 -2.6588 1.2786 -3.0895 0.2667 -3.3007
O -3.0256 4.8051 -1.6259 0.2452 -1.8617 0.6275
H 0.9377 3.3721 0.9990 0.0129 -0.8512 0.3505
O -2.7322 2.8867 1.1374 2.1434 1.2675 2.4313
H 4.3896 -3.5418 -2.6647 1.8822 1.2922 -0.0933
H -0.8871 -1.6289 0.3729 0.8179 -1.9303 1.4222
O -1.5008 -4.5006 4.4509 2.7671 -3.5278 0.7150
H -3.3266 4.0551 -0.9911 0.3560 1.8523 -1.8969
O 0.6148 -1.8865 3.1971 -2.2976 -0.3602 -2.5076
H 1.0336 -2.0267 2.3192 0.0586 -0.0700 0.7829
H -1.8112 2.4386 4.2153 0.2213 -0.9833 0.8740
H -3.4473 3.1012 1.7651 0.0239 -0.2656 -0.5637
H 3.3192 -0.0038 -4.1581 3.2029 -0.5561 0.5967
O -2.4737 -0.9300 -1.4512 -2.1663 -4.7892 1.8553
H 1.4959 2.5749 -6.3536 -1.2498 -0.0636 -2.6977
H -1.9993 -0.6086 5.5780 1.0075 -1.0191 0.7677
H -0.3868 4.7934 4.6735 0.6413 0.4761 0.2505
O 2.0259 2.0323 0.2769 -0.8821 -1.8017 3.1305
H -5.1792 2.5355 -1.5479 -0.1607 -8.2272 -4.3238
H 3.5284 -2.1956 3.2347 -1.4523 3.3734 -1.3402
O -0.4804 3.0383 -1.8906 3.6333 -3.3279 2.1942
H -4.5596 -1.3034 -5.0341 -0.4057 -0.2606 0.1851
H -2.9059 -1.4870 2.5520 -5.2477 -4.0555 -2.4453
O 2.4867 0.0973 -4.5238 -3.5811 1.3533 2.0426